Entry 1:
Density functional theory data (ωB97M-V/def2-TZVPD) for a molecular structure, C6H12CrF10N6O22S6 in a non-equilibrium geometry.

The lowest unoccupied orbital energy (alpha / beta) is 4.2505 / 4.2477 eV. The charge is -2. The value obtained for the frontier orbital gap (alpha / beta) is 0.3119 / 0.3262 Eh. The multiplicity is 5. Its largest force on an atom is 9.4 eV Å⁻¹. The total energy is -6651.56210 Ha.

Cartesian coordinates (Å):
Cr 0.51 -0.13 -0.06
C -0.46 3.41 -3.02
F 0.05 2.75 -4.04
F -0.43 4.68 -3.26
F -1.74 3.01 -2.89
S 0.56 3.02 -1.34
O 0.01 3.89 -0.29
O 0.51 1.57 -1.13
O 1.92 3.55 -1.62
C -0.66 -0.90 4.32
F -1.50 0.16 4.28
F 0.61 -0.48 4.39
F -0.94 -1.70 5.33
S -0.84 -1.87 2.66
O -0.04 -3.13 2.82
O -2.28 -2.17 2.49
O -0.33 -1.01 1.55
N 2.51 -0.13 0.05
S 3.46 -0.67 1.14
O 4.05 0.32 2.02
O 4.07 -1.94 0.82
F 2.22 -1.07 2.09
S 3.86 0.48 -0.83
O 5.09 -0.25 -1.01
O 3.96 1.98 -0.75
F 3.11 0.39 -2.26
N -3.86 -1.99 0.28
S -2.50 -2.09 -0.82
O -1.55 -0.99 -0.71
O -2.70 -2.76 -2.13
F -1.86 -3.35 -0.08
S -4.59 -1.09 -0.78
O -5.12 -1.74 -1.96
O -4.14 0.29 -0.86
F -5.93 -0.98 0.16
C 1.11 -4.93 -0.03
N 1.46 -3.62 -0.71
O 2.29 -3.68 -1.63
O 0.94 -2.57 -0.34
H 0.11 -5.20 -0.36
H 1.04 -4.82 1.05
H 1.96 -5.58 -0.24
C 0.68 -1.99 -4.52
N 0.94 -0.79 -3.63
O 1.31 0.25 -4.21
O 0.65 -0.83 -2.45
H 1.04 -2.80 -3.88
H 1.19 -1.91 -5.48
H -0.37 -2.25 -4.58
C 1.46 3.49 3.44
N 1.60 2.84 2.05
O 2.37 3.35 1.22
O 0.90 1.92 1.73
H 2.42 3.32 3.93
H 0.65 2.95 3.92
H 1.14 4.53 3.41
C -3.27 3.10 0.61
N -2.35 2.31 1.45
O -2.17 2.64 2.63
O -1.81 1.36 0.90
H -2.67 3.52 -0.21
H -3.67 3.96 1.13
H -4.00 2.38 0.23


Entry 2:
Density functional theory data (ωB97M-V/def2-TZVPD) for 2 unconnected molecules or ions with the total composition C6H12F2N2O in a non-equilibrium geometry.

The lowest unoccupied orbital energy is 0.5124 eV. The value obtained for the frontier orbital gap is 0.3775 Eh. Its largest force on an atom is 6.1 eV Å⁻¹. The total energy is -620.18037 Ha.

Cartesian coordinates (Å):
C 0.89 -0.04 -1.06
C -1.67 -0.92 0.83
C 1.67 0.48 2.15
C -0.64 -0.51 1.84
C 0.76 -0.27 1.24
C -0.75 0.81 -3.08
N 1.20 -1.05 -1.67
N 0.31 1.35 -2.44
O 0.62 0.52 0.05
F -1.90 0.53 -2.34
F -1.20 1.68 -4.03
H -2.50 -1.23 1.38
H -1.33 -1.67 0.14
H -2.10 -0.19 0.13
H 2.78 0.38 1.89
H 1.46 1.62 2.19
H 1.69 0.41 3.28
H -0.47 -1.32 2.53
H -0.87 0.47 2.43
H 1.13 -1.17 0.93
H -0.70 -0.17 -3.55
H 1.42 -1.81 -1.07
H 0.20 2.11 -1.79